No. 1
A molecular structure, C19H33FeNO4Si2 in a non-equilibrium geometry. Source: the Open Molecules 2025 dataset; level of theory: ωB97M-V/def2-TZVPD.

Output
Charge ... +2
LUMO (alpha / beta) ... -7.801 / -9.724 eV
HOMO energy (alpha / beta) ... -15.96 / -15.32 eV
Spin multiplicity ... 5
⟨S²⟩ ... 6.058

Structure (XYZ):
```
60
Properties=species:S:1:pos:R:3:forces:R:3:nbo_charge:R:1
C -0.0765 -4.2285 1.7590 0.34 0.34 -0.40 -0.60
C -0.2389 -3.5853 0.3341 0.83 -0.93 1.08 -0.04
C 1.2377 -3.2845 -0.1375 -1.20 -0.20 -0.49 -0.55
C -0.9010 -4.6768 -0.5456 -0.35 0.19 0.73 -0.62
C -1.0772 -2.3063 0.5475 -0.38 -0.43 -0.75 -0.38
C -1.7420 -1.6652 -0.7151 0.08 1.54 0.01 -0.10
C -0.8224 -1.5453 -1.9638 -0.36 -0.13 0.17 -0.62
C -3.0994 -2.3267 -1.1345 0.49 -0.81 -0.45 -0.62
C -2.1005 -0.2180 -0.3097 -0.39 -0.24 0.53 0.23
C -1.9853 0.9010 -1.1754 0.03 -0.02 -0.19 -0.27
C -2.3131 2.1594 -0.7610 -0.46 0.21 -0.04 -0.14
C -2.7837 2.3973 0.5858 0.01 -0.63 -1.15 0.50
O -3.0452 3.6281 0.9326 0.84 0.06 0.04 -0.42
C -2.1412 4.1682 1.9428 0.73 1.09 0.98 -0.11
C -0.6988 3.6527 1.8800 0.58 0.91 0.46 -0.11
O -0.1162 3.9621 0.6142 -0.38 -1.07 0.12 -0.54
C 1.2041 3.4670 0.4551 0.53 -0.16 -0.87 -0.05
C 1.4474 3.0460 -1.0268 0.21 -0.19 0.64 -0.93
Si 3.1796 2.3159 -1.2700 -0.48 2.67 0.08 1.84
O 4.2046 3.0801 -0.2174 -0.24 -1.93 -0.12 -1.21
Si 5.5303 2.1427 0.3144 0.62 0.40 0.08 1.16
O 3.0942 0.5826 -1.0091 -0.24 0.05 -0.81 -0.92
C 3.7197 -0.0369 -2.0128 2.39 -1.83 0.15 0.46
N 4.5261 -0.6300 -2.6285 -2.32 1.37 0.91 -0.25
C -2.9388 1.2787 1.4474 -0.12 0.84 0.91 -0.27
C -2.6227 0.0445 1.0241 0.38 -1.11 -0.55 -0.12
H 0.3580 -3.4644 2.4314 -0.42 -0.36 0.05 0.20
H 0.6552 -5.0513 1.7345 -0.34 0.19 -0.11 0.23
H -1.0268 -4.6349 2.1333 0.29 0.35 0.06 0.23
H 1.3732 -3.6002 -1.1846 0.23 0.25 0.40 0.25
H 1.3518 -2.1731 -0.1393 0.39 -0.03 0.00 0.05
H 1.9727 -3.7912 0.4994 -0.10 0.38 -0.23 0.25
H -1.8459 -4.9672 -0.0484 0.25 0.16 -0.41 0.22
H -0.2814 -5.5867 -0.5084 -0.10 0.41 -0.35 0.24
H -1.1233 -4.3620 -1.5716 0.24 -0.27 0.22 0.21
H -1.8969 -2.5276 1.2532 0.45 -0.06 -0.18 0.23
H -0.4349 -1.5511 1.0596 -0.10 -0.19 -0.14 0.15
H -0.3238 -2.4844 -2.2319 -0.19 0.30 0.19 0.24
H -0.0709 -0.7523 -1.8069 -0.02 -0.35 -0.18 0.18
H -1.4611 -1.2603 -2.8163 0.43 -0.05 0.20 0.24
H -3.5513 -2.9329 -0.3361 -0.02 0.55 -0.11 0.24
H -2.8665 -3.0405 -1.9441 -0.16 0.24 0.31 0.24
H -3.8105 -1.6138 -1.5782 0.19 -0.15 0.40 0.24
H -1.6344 0.8086 -2.2018 -0.08 -0.20 0.31 0.26
H -2.2135 2.9929 -1.4604 -0.10 -0.09 0.46 0.27
H -2.0822 5.2521 1.7579 -0.33 -0.46 -0.28 0.25
H -2.5423 4.0787 2.9670 0.00 -0.40 -0.48 0.22
H -0.1337 4.2478 2.6285 -0.52 -0.28 0.04 0.22
H -0.5584 2.5974 2.1875 -0.22 0.18 -0.47 0.17
H 1.4214 2.5890 1.1147 -0.38 0.41 -0.04 0.13
H 1.9440 4.2465 0.6994 -0.29 -0.25 0.21 0.22
H 0.6528 2.3603 -1.3750 0.29 0.26 0.08 0.24
H 1.4329 3.9421 -1.6720 -0.10 -0.30 0.18 0.28
H 3.6639 2.5367 -2.6320 0.01 -0.51 -0.08 -0.16
H 6.4636 2.9237 1.1253 -0.23 0.19 0.10 -0.13
H 5.0369 0.9694 1.0767 -0.25 0.09 0.04 -0.22
H 6.2459 1.6307 -0.8635 -0.17 -0.06 -0.18 -0.16
H -3.3033 1.4301 2.4650 0.01 0.05 -0.31 0.26
H -2.7434 -0.7850 1.7228 -0.06 0.26 -0.33 0.24
Fe 1.8916 -0.3501 0.5846 0.24 -0.24 -0.43 0.95
```
Forces are in eV/Å.


No. 2
4 unconnected molecules or ions with the total composition C9H27N5O5 in a non-equilibrium geometry. Source: the Open Molecules 2025 dataset; level of theory: ωB97M-V/def2-TZVPD.

Output
LUMO ... 0.386 eV
HOMO energy ... -7.80 eV
SMILES string ... COCCNCCOC.NC(N)=O.NC(N)=O.CO

Structure (XYZ):
```
46
Properties=species:S:1:pos:R:3:forces:R:3:nbo_charge:R:1
C -1.9320 -0.4459 -18.0816 -1.87 0.47 -0.64 -0.24
O -3.0270 -0.1262 -17.2374 0.73 0.45 1.15 -0.55
C -4.2967 -0.5387 -17.6436 -0.23 -0.24 0.48 -0.06
C -5.3828 -0.0761 -16.6404 0.70 -1.13 -0.55 -0.24
N -6.5730 -0.8353 -16.9977 -0.82 -0.01 1.11 -0.65
C -7.7027 -0.5979 -16.0642 0.82 0.79 -0.70 -0.23
C -8.4166 0.7249 -16.3306 -2.19 -0.31 -0.34 -0.08
O -7.6338 1.8889 -16.3005 0.87 0.14 0.15 -0.54
C -8.2391 2.9946 -16.8910 -1.11 0.59 -1.22 -0.25
H -1.9251 -1.4855 -18.4235 0.07 -0.25 0.44 0.16
H -1.0207 -0.1673 -17.5623 0.02 0.07 -0.23 0.20
H -2.1816 0.1363 -18.9756 1.08 0.14 -0.35 0.17
H -4.2655 -1.6331 -17.6415 -0.51 -0.10 -0.19 0.16
H -4.5726 -0.1935 -18.6478 0.22 0.11 -0.18 0.15
H -5.5305 1.0018 -16.5718 0.22 0.05 -0.31 0.20
H -5.0782 -0.4391 -15.6561 0.10 0.15 0.09 0.18
H -6.8820 -0.7007 -17.9524 -0.03 0.24 -0.01 0.38
H -7.3410 -0.6168 -15.0352 0.20 -0.16 -0.03 0.19
H -8.4222 -1.4067 -16.1908 -0.17 0.09 0.06 0.20
H -9.3146 0.8807 -15.7127 0.37 -0.17 1.02 0.15
H -8.9987 0.5919 -17.2508 0.91 0.28 -0.80 0.17
H -8.1993 3.0074 -17.9877 0.16 -0.67 -0.17 0.16
H -7.8293 3.9819 -16.6747 0.54 -0.42 0.91 0.19
H -9.3129 3.0513 -16.6808 -0.07 -0.09 0.37 0.16
N -9.7881 -1.5434 -21.0458 1.14 -0.92 -1.85 -0.85
C -9.6370 -0.7354 -19.9846 -0.16 -0.90 0.80 0.78
N -10.8472 -0.3193 -19.5415 0.48 0.99 1.01 -0.85
O -8.5467 -0.5425 -19.4656 -0.41 0.59 -0.10 -0.68
H -8.9248 -1.9584 -21.3616 -0.24 -0.07 -0.10 0.40
H -10.6414 -2.0128 -21.2805 -0.04 0.06 0.08 0.38
H -11.6640 -0.5739 -20.0589 -0.23 0.18 0.31 0.39
H -10.8544 0.0843 -18.6151 -0.54 0.05 -0.10 0.43
N -14.7684 1.8132 -14.0923 0.28 0.29 -0.01 -0.85
C -13.8438 2.5314 -13.3864 0.52 -0.70 0.28 0.77
N -14.3877 3.6648 -12.8846 -0.31 1.28 0.54 -0.85
O -12.6983 2.1786 -13.1492 -0.34 -0.09 -0.48 -0.66
H -15.7040 2.1733 -14.0778 -0.15 -0.56 -0.32 0.39
H -14.4969 0.9705 -14.5598 -0.23 -0.04 0.20 0.40
H -15.1501 4.1144 -13.3612 0.01 -0.04 0.05 0.38
H -13.7988 4.2770 -12.3453 0.14 -0.16 -0.13 0.41
C -13.2060 0.8459 -17.0522 0.61 0.91 -0.29 -0.23
O -11.9190 0.5978 -16.5567 0.84 -0.56 0.41 -0.75
H -13.2227 1.8788 -17.4153 -0.39 -0.01 -0.20 0.17
H -13.2907 0.1687 -17.9007 -0.65 -0.02 0.15 0.18
H -13.9814 0.7652 -16.2951 -0.15 -0.48 -0.33 0.15
H -11.7720 0.9763 -15.6831 -0.18 0.14 0.00 0.49
```
Forces are in eV/Å.